{"formula": "C23H37N3O", "method": "wB97M-V/def2-TZVPD", "elements": ["O", "N", "N", "N", "C", "C", "C", "C", "C", "C", "C", "C", "C", "C", "C", "C", "C", "C", "C", "C", "C", "C", "C", "C", "C", "C", "C", "H", "H", "H", "H", "H", "H", "H", "H", "H", "H", "H", "H", "H", "H", "H", "H", "H", "H", "H", "H", "H", "H", "H", "H", "H", "H", "H", "H", "H", "H", "H", "H", "H", "H", "H", "H", "H"], "xyz": [[-0.288, -2.182, -0.214], [-0.193, 0.622, 1.072], [-2.311, -0.156, -2.511], [2.348, 0.130, 2.397], [-3.005, -0.375, -3.773], [2.338, 2.185, 6.038], [2.480, 1.028, 5.294], [4.719, 2.379, 6.194], [-4.941, -1.516, -4.884], [3.457, 2.863, 6.492], [-4.099, -1.435, -3.613], [-1.420, -1.205, -2.084], [-0.009, -0.422, 2.059], [-1.303, 1.371, -0.932], [-0.386, 0.287, -0.338], [1.425, -0.959, 2.143], [-2.950, -0.822, -6.241], [3.743, 0.535, 4.988], [3.700, -0.322, 2.651], [-1.633, 1.117, -2.398], [-1.067, -1.068, -0.594], [-4.062, -1.854, -6.085], [3.891, -0.688, 4.133], [2.241, 1.114, 1.341], [-2.111, -0.740, -4.969], [4.859, 1.225, 5.444], [0.805, 1.651, 1.302], [5.596, 2.902, 6.546], [-4.668, -1.887, -6.992], [1.609, 0.502, 4.935], [3.346, 3.765, 7.077], [-2.297, 1.904, -2.762], [-4.721, -1.176, -2.756], [-3.652, -2.412, -3.423], [1.484, -1.678, 2.961], [2.512, 0.689, 0.354], [4.390, 0.492, 2.410], [-3.390, 0.156, -6.448], [-2.226, 1.375, -0.353], [-0.836, 2.350, -0.835], [-0.262, 0.026, 3.026], [0.587, 2.101, 2.275], [-3.620, -2.843, -5.942], [0.574, 0.282, -0.889], [-5.435, -0.556, -5.055], [2.925, 1.939, 1.556], [4.885, -1.121, 4.259], [-2.312, -1.087, -7.088], [-1.634, -1.706, -4.789], [-1.898, -2.176, -2.221], [0.726, 2.425, 0.538], [3.967, -1.189, 2.022], [-0.693, -1.245, 1.870], [-0.470, -1.203, -2.658], [-5.717, -2.275, -4.765], [-1.327, 0.011, -5.089], [1.680, -1.490, 1.208], [3.149, -1.436, 4.417], [5.848, 0.853, 5.212], [-3.502, 0.575, -4.001], [0.490, -2.213, -0.783], [1.351, 2.560, 6.268], [-1.984, -1.128, -0.002], [-0.703, 1.149, -2.995]], "e_lumo_ha": 0.0286, "de_lowest_ev": 0.000, "gap_ev": 8.69, "largest_force_ev_per_a": 0.48}